#i
The following is a quantum chemistry calculation of a molecular structure, C34H44FN9O6STi, from the Open Molecules 2025 dataset.

Values from the calculation:
Orbital gap ... 7.013 eV
Molar mass ... 773.715 g/mol

Structure (ORCA input):
```
! RIJCOSX wB97M-V def2-TZVPD def2/J DEFGRID3
* xyz 2 1
Ti -0.18751 -2.64221 -0.54325
S 1.30847 -4.02931 3.47589
C 1.37931 -5.40708 2.46768
C 0.82849 -5.17522 1.24734
C 0.31999 -3.84504 1.09827
C 0.51790 -3.12566 2.24551
C 0.01816 -1.76040 2.43818
C 0.44317 -0.89762 3.44634
C -0.12458 0.35880 3.53680
C -1.10136 0.73197 2.62072
C -1.44938 -0.17522 1.64156
N -0.90874 -1.39122 1.53870
H 1.82611 -6.32091 2.83443
H 0.80062 -5.93437 0.47559
H 1.19929 -1.22376 4.15071
H 0.18026 1.03961 4.32329
H -1.59540 1.69368 2.67462
H -2.22642 0.06069 0.92236
C 0.95964 4.72257 -3.21202
C 0.12989 4.41161 -1.97405
N 0.36375 3.04878 -1.45447
C -0.53967 2.08689 -1.71041
C -0.40326 0.77936 -1.35102
C -1.54410 -0.13159 -1.63582
O -2.58641 0.28473 -2.06795
O -1.29471 -1.39733 -1.34621
C 0.76606 0.36027 -0.66315
O 1.03922 -0.82056 -0.34828
C 1.71057 1.41267 -0.31829
C 2.84155 1.10645 0.44010
C 3.72679 2.07896 0.78393
F 4.78434 1.73033 1.54622
C 3.56373 3.42233 0.38595
C 2.44236 3.71627 -0.37349
C 1.50248 2.73472 -0.71620
N 4.49472 4.44228 0.69496
C 5.78335 4.14139 1.33207
C 6.63212 5.41643 1.34680
N 6.24485 6.25356 0.15538
C 4.85181 6.81679 0.33514
C 4.01498 5.77087 1.06997
H 0.73222 5.72860 -3.56793
H 0.72616 4.01957 -4.01323
H 2.03170 4.66075 -3.01246
H -0.92890 4.47499 -2.20569
H 0.31247 5.12324 -1.17065
H -1.43634 2.38549 -2.23979
H 2.99963 0.08461 0.76712
H 2.31354 4.72133 -0.75205
H 6.29591 3.37531 0.75851
H 5.69144 3.78351 2.35889
H 7.69047 5.18581 1.28766
H 6.46163 6.03444 2.22315
H 6.24493 5.65589 -0.67010
H 6.91690 6.99970 -0.01125
H 4.46910 7.03476 -0.65749
H 4.93886 7.74286 0.89815
H 2.97154 5.91105 0.81442
H 4.08987 5.91352 2.15305
N -2.13368 -3.77833 -0.19401
C -3.51610 -3.27115 -0.33839
C -4.53545 -4.31866 0.18032
C -5.92669 -4.35196 -0.45174
C -6.86218 -3.18010 -0.12036
N -6.66537 -2.57949 1.19054
C -5.96929 -1.42823 1.37673
N -5.20407 -0.96733 0.44089
N -6.09729 -0.86647 2.62911
C -3.76606 -2.99091 -1.81238
O -4.58757 -2.00119 -2.11614
O -3.27361 -3.70561 -2.65346
H -2.02426 -4.50350 -0.90314
H -2.03058 -4.23239 0.70312
H -3.58443 -2.35778 0.24994
H -4.63126 -4.19489 1.26260
H -4.09359 -5.30428 0.01582
H -6.39613 -5.28381 -0.13159
H -5.83905 -4.41605 -1.53902
H -7.89372 -3.52616 -0.17211
H -6.76105 -2.39454 -0.86040
H -7.19143 -2.94178 1.96434
H -4.86988 -1.46385 -1.33374
H -4.80032 -0.07422 0.69145
H -6.94109 -1.04797 3.14546
H -5.74828 0.06877 2.73454
N 3.50622 -3.17519 -2.52817
C 2.24575 -3.17767 -2.10356
O 1.96203 -3.01815 -0.90285
C 1.12059 -3.35120 -3.07280
C -0.08786 -3.83515 -2.26197
H 4.25662 -3.09121 -1.86339
H 3.72625 -3.37090 -3.48718
H 1.40944 -4.03235 -3.87377
H 0.91969 -2.38070 -3.53560
H 0.06030 -4.87932 -1.97004
H -1.01017 -3.75624 -2.83320
*
```

Atom-resolved charges from Löwdin, all expressed in e: Ti 1.149; S 1.062; C -0.395; C -0.187; C -0.279; C -0.522; C -0.280; C -0.012; C -0.047; C -0.050; C -0.117; N 0.086; H 0.076; H 0.104; H 0.109; H 0.114; H 0.108; H 0.110; C -0.054; C -0.170; N -0.011; C 0.062; C -0.028; C -0.522; O 0.128; O -0.141; C -0.256; O -0.043; C -0.042; C 0.101; C -0.182; F 0.071; C -0.120; C 0.055; C -0.109; N -0.080; C -0.124; C -0.070; N 0.069; C -0.064; C -0.125; H 0.088; H 0.090; H 0.068; H 0.127; H 0.118; H 0.158; H 0.152; H 0.100; H 0.135; H 0.138; H 0.142; H 0.138; H 0.183; H 0.187; H 0.137; H 0.141; H 0.125; H 0.139; N 0.027; C -0.254; C -0.122; C -0.155; C -0.161; N 0.047; C -0.528; N 0.101; N 0.142; C -0.525; O 0.118; O 0.104; H 0.092; H 0.099; H 0.108; H 0.118; H 0.123; H 0.115; H 0.119; H 0.124; H 0.107; H 0.140; H 0.067; H 0.056; H 0.097; H 0.093; N 0.219; C -0.487; O -0.041; C -0.144; C -0.192; H 0.129; H 0.124; H 0.125; H 0.133; H 0.085; H 0.057


#ii
The following is a quantum chemistry calculation of a molecular structure, C34H44FN9O6STi, from the Open Molecules 2025 dataset.

Values from the calculation:
Orbital gap ... 6.951 eV
Molar mass ... 773.715 g/mol

Structure (ORCA input):
```
! RIJCOSX wB97M-V def2-TZVPD def2/J DEFGRID3
* xyz 2 1
Ti -1.36249 -1.94705 -0.05422
S -2.86910 1.15459 -3.00578
C -2.48572 -0.20712 -3.96355
C -2.08723 -1.27553 -3.21633
C -2.05974 -1.03257 -1.81325
C -2.48636 0.25148 -1.56940
C -2.63243 0.77235 -0.23040
C -3.14251 2.03433 0.08270
C -3.24672 2.40733 1.40699
C -2.81087 1.53153 2.39447
C -2.31792 0.29918 2.00894
N -2.24744 -0.08624 0.73514
H -2.58547 -0.14030 -5.03601
H -1.83735 -2.22087 -3.68277
H -3.45695 2.69527 -0.71362
H -3.67226 3.36717 1.67105
H -2.88070 1.78326 3.44284
H -1.98975 -0.42634 2.74005
C 4.24775 2.19988 4.02309
C 2.86568 1.73968 4.47709
N 2.02775 1.31163 3.35636
C 1.78009 -0.00921 3.18516
C 1.11311 -0.53584 2.12866
C 0.71278 -1.99464 2.20415
O 1.32763 -2.75582 2.92013
O -0.35136 -2.28781 1.52441
C 0.71249 0.29910 1.02827
O 0.25527 -0.12245 -0.03952
C 0.87193 1.73409 1.28633
C 0.32482 2.65178 0.39362
C 0.31098 3.98816 0.67699
F -0.30005 4.80252 -0.21530
C 0.88667 4.50718 1.85097
C 1.50796 3.59071 2.69198
C 1.48582 2.21116 2.45611
N 0.91080 5.88047 2.17982
C 0.35554 6.87621 1.25775
C 0.59787 8.28014 1.82237
N 1.86266 8.25043 2.61530
C 1.67836 7.44302 3.86780
C 0.71571 6.28930 3.56237
H 4.81938 2.54433 4.88426
H 4.18527 3.01238 3.29904
H 4.78491 1.37282 3.56055
H 2.35347 2.52061 5.04182
H 2.97728 0.88339 5.13792
H 2.13299 -0.67802 3.96063
H -0.12176 2.28755 -0.52305
H 2.01665 3.95765 3.57053
H -0.71886 6.75107 1.09534
H 0.84997 6.77407 0.29377
H -0.20224 8.59759 2.48781
H 0.67678 9.00661 1.01720
H 2.18493 9.19232 2.83582
H 2.57633 7.79767 2.04086
H 1.28287 8.08673 4.65161
H 2.65311 7.07307 4.17882
H -0.32258 6.60181 3.73007
H 0.91494 5.47509 4.24929
N 1.69718 -1.92649 -2.58561
C 1.18447 -3.22469 -3.00139
C 2.27680 -4.19635 -3.54067
C 2.21816 -4.65466 -5.02307
C 1.41632 -5.91520 -5.39780
N 0.09422 -6.04418 -4.82247
C -1.05451 -5.80997 -5.42580
N -1.12880 -5.26541 -6.64579
N -2.18207 -6.16657 -4.80316
C 0.33333 -3.75616 -1.81578
O 0.09587 -4.95653 -1.67035
O -0.05919 -2.85514 -0.99070
H 2.27320 -1.51044 -3.30511
H 2.23599 -1.99539 -1.73178
H 0.47028 -3.00869 -3.80733
H 2.35949 -5.06306 -2.87894
H 3.21182 -3.64437 -3.45508
H 3.24185 -4.88005 -5.32506
H 1.88789 -3.81582 -5.64321
H 1.98149 -6.79082 -5.07752
H 1.31836 -5.98379 -6.48241
H 0.04076 -6.08474 -3.79564
H -0.29670 -5.02000 -7.15173
H -2.00491 -5.22862 -7.13631
H -2.11098 -6.46083 -3.84158
H -3.08751 -5.89506 -5.14384
N -2.65873 -4.20302 3.19680
C -2.68490 -3.60207 2.00124
O -2.95934 -2.40706 1.86599
C -2.43446 -4.45008 0.77686
C -2.67621 -3.53461 -0.42798
H -2.78568 -3.65184 4.02857
H -2.32839 -5.14631 3.29837
H -3.09456 -5.32269 0.82235
H -1.40095 -4.80791 0.77754
H -3.72862 -3.24320 -0.45154
H -2.43366 -4.04506 -1.35313
*
```

Atom-resolved charges from Löwdin, all expressed in e: Ti 1.147; S 1.045; C -0.412; C -0.190; C -0.215; C -0.512; C -0.276; C -0.018; C -0.050; C -0.039; C -0.101; N 0.029; H 0.065; H 0.088; H 0.105; H 0.113; H 0.108; H 0.119; C -0.057; C -0.180; N -0.028; C 0.048; C -0.017; C -0.525; O 0.098; O -0.123; C -0.298; O 0.016; C -0.040; C 0.090; C -0.183; F 0.059; C -0.126; C 0.051; C -0.120; N -0.084; C -0.127; C -0.080; N 0.066; C -0.069; C -0.129; H 0.084; H 0.068; H 0.088; H 0.116; H 0.125; H 0.152; H 0.144; H 0.098; H 0.139; H 0.135; H 0.139; H 0.144; H 0.190; H 0.188; H 0.141; H 0.139; H 0.139; H 0.122; N 0.055; C -0.290; C -0.128; C -0.160; C -0.155; N 0.103; C -0.429; N 0.220; N 0.214; C -0.518; O 0.052; O -0.135; H 0.083; H 0.090; H 0.131; H 0.117; H 0.108; H 0.115; H 0.110; H 0.133; H 0.117; H 0.152; H 0.116; H 0.131; H 0.132; H 0.130; N 0.210; C -0.533; O -0.016; C -0.167; C -0.205; H 0.123; H 0.121; H 0.125; H 0.118; H 0.082; H 0.049


Top of the stability list: #i, leading by 6.9 kcal/mol.


#i
The following is a quantum chemistry calculation of CHCl3OSi in the gas phase, from the Open Molecules 2025 dataset.

Values from the calculation:
SMILES ... O=C[Si](Cl)(Cl)Cl
Orbital gap ... 9.357 eV
Molar mass ... 163.463 g/mol

Structure (ORCA input):
```
! RIJCOSX wB97M-V def2-TZVPD def2/J DEFGRID3
* xyz 0 1
O -0.14477 0.80129 -0.73287
C 0.64419 0.76396 0.17263
Si 2.38048 0.04878 -0.02328
Cl 3.35095 0.40987 1.65464
Cl 1.37828 -2.01908 0.49324
Cl 3.21928 0.53843 -1.78028
H 0.48589 1.18400 1.21040
*
```

Atom-resolved charges from Löwdin, all expressed in e: O -0.009; C -0.483; Si -0.461; Cl 0.386; Cl 0.097; Cl 0.385; H 0.084


#ii
The following is a quantum chemistry calculation of 2 unconnected molecules or ions with the total composition CHCl3OSi, from the Open Molecules 2025 dataset.

Values from the calculation:
Orbital gap ... 9.113 eV
Molar mass ... 163.463 g/mol

Structure (ORCA input):
```
! RIJCOSX wB97M-V def2-TZVPD def2/J DEFGRID3
* xyz 0 1
C -0.18653 -0.93842 -0.98533
O 0.86327 -0.65305 -0.56065
Si 0.45159 0.78256 1.91764
Cl 1.93419 1.76958 0.82656
Cl -1.54779 -1.48989 0.02101
Cl -1.14005 1.49105 0.81154
H -0.37467 -0.96182 -2.03077
*
```

Atom-resolved charges from Löwdin, all expressed in e: C -0.700; O -0.085; Si -0.022; Cl 0.080; Cl 0.558; Cl 0.083; H 0.085


Top of the stability list: #i, leading by 29.5 kcal/mol.


#i
The following is a quantum chemistry calculation of 2 unconnected molecules or ions with the total composition C2H6O3P, from the Open Molecules 2025 dataset.

Values from the calculation:
Orbital gap ... 8.499 eV
Molar mass ... 109.041 g/mol

Structure (ORCA input):
```
! RIJCOSX wB97M-V def2-TZVPD def2/J DEFGRID3
* xyz -1 1
C 0.41365 0.89399 0.67042
C -0.42316 0.04729 -0.30401
O 1.73127 -0.31727 -2.16462
O -0.56588 -1.38479 -2.61049
O -1.45684 0.59044 -0.97298
P 0.50192 -0.98506 -1.60248
H -0.20026 1.48992 1.46383
H 1.02324 0.30455 1.23823
H 0.91241 1.61934 0.14159
H -0.85771 -1.39278 0.42028
H -1.80144 -0.10655 -1.50778
H 0.87007 -2.04741 -0.67900
*
```

Atom-resolved charges from Löwdin, all expressed in e: C -0.102; C -0.536; O -0.467; O -0.463; O -0.073; P 0.323; H 0.099; H 0.023; H 0.035; H 0.130; H 0.043; H -0.012


#ii
The following is a quantum chemistry calculation of 2 unconnected molecules or ions with the total composition C2H6O3P, from the Open Molecules 2025 dataset.

Values from the calculation:
Orbital gap (spin up / spin down) ... 7.446 / 6.542 eV
Molar mass ... 109.041 g/mol

Structure (ORCA input):
```
! RIJCOSX wB97M-V def2-TZVPD def2/J DEFGRID3
* xyz -1 1
C -1.44218 1.21698 -0.65198
C 1.23440 -1.22607 0.89443
O -2.76234 -0.65135 0.93479
O -1.44920 -1.52548 -1.08258
O 1.53056 -1.63734 -0.39822
P -1.57944 -0.53694 0.03406
H -1.90976 1.91336 0.03694
H -0.39872 1.47591 -0.80390
H -1.95874 1.22682 -1.61483
H 1.88934 -0.44399 1.25580
H 1.03209 -2.02745 1.60309
H 0.67580 -1.88294 -0.78816
*
```

Atom-resolved charges from Löwdin, all expressed in e: C -0.224; C -0.188; O -0.456; O -0.452; O -0.185; P 0.422; H 0.010; H 0.010; H 0.019; H 0.008; H 0.014; H 0.023


Top of the stability list: #i, leading by 2.8 kcal/mol.


#i
The following is a quantum chemistry calculation of 2 unconnected molecules or ions with the total composition C5H11NOS2, from the Open Molecules 2025 dataset.

Values from the calculation:
Orbital gap (spin up / spin down) ... 8.156 / 6.754 eV
Molar mass ... 165.283 g/mol

Structure (ORCA input):
```
! RIJCOSX wB97M-V def2-TZVPD def2/J DEFGRID3
* xyz 0 1
C 1.07914 0.81224 0.17682
C 0.72702 -1.57210 0.29651
C 2.95037 -0.64625 -0.13447
C -2.39514 1.19327 -1.27728
C -1.66696 0.85619 1.29345
N 1.53743 -0.38772 0.10947
O -2.24105 -1.22531 -0.14442
S 1.56177 2.31782 0.04609
S -2.77936 0.11214 0.17760
H 0.85604 -1.96158 1.31057
H -0.33410 -1.35599 0.13816
H 1.03938 -2.33297 -0.41994
H 3.51568 0.27623 -0.02344
H 3.31401 -1.38364 0.58257
H 3.08865 -1.03378 -1.14566
H -3.02728 0.88575 -2.10450
H -1.34822 1.07469 -1.53353
H -2.60554 2.21755 -0.98679
H -1.40966 0.25793 2.15068
H -1.86220 1.89553 1.48813
*
```

Atom-resolved charges from Löwdin, all expressed in e: C -0.714; C -0.047; C -0.052; C -0.228; C -0.216; N -0.280; O -0.568; S 0.642; S 0.802; H 0.099; H 0.037; H 0.095; H 0.065; H 0.093; H 0.096; H 0.044; H 0.037; H 0.047; H 0.024; H 0.023


#ii
The following is a quantum chemistry calculation of C5H11NOS2 in the gas phase, from the Open Molecules 2025 dataset.

Values from the calculation:
Orbital gap ... 9.480 eV
Molar mass ... 165.283 g/mol

Structure (ORCA input):
```
! RIJCOSX wB97M-V def2-TZVPD def2/J DEFGRID3
* xyz 0 1
C -1.60919 -0.03801 0.46704
C -2.02060 1.16359 1.32837
C 1.12070 -2.53021 0.36193
C 1.87329 1.35366 -1.44216
C -0.13726 0.19166 -0.06847
N -2.19731 -1.09861 0.22385
O -0.19218 2.69241 -0.76016
S 0.36360 -1.58991 -1.05756
S -0.01332 1.41442 -1.44508
H -2.74814 0.77106 2.08723
H -2.57133 1.80378 0.55952
H -1.13240 1.70625 1.60705
H 2.19068 -2.30707 0.50994
H 1.14688 -3.58247 0.10515
H 0.55684 -2.46390 1.30660
H 2.05517 0.18849 -1.34232
H 2.29571 1.82404 -0.48675
H 2.11765 1.66941 -2.45404
H 0.46621 0.61783 0.73185
H -1.56499 -1.78640 -0.23199
*
```

Atom-resolved charges from Löwdin, all expressed in e: C -0.504; C -0.040; C -0.389; C -0.250; C -0.512; N 0.104; O -0.555; S 0.773; S 0.832; H 0.096; H 0.107; H 0.056; H 0.034; H 0.020; H 0.045; H 0.014; H 0.085; H 0.029; H 0.084; H -0.031


Top of the stability list: #ii, leading by 28.2 kcal/mol.